(1)
74
Properties=species:S:1:pos:R:3:forces:R:3 method="wB97M-V/def2-TZVPD" total_charge=+1 homo_ev=-9.81 orbital_gap_ha=0.1572 de_lowest_ev=1.950
Y -0.890060 1.110263 0.784270 1.2 -1.5 0.0
O -5.885946 -1.370612 -4.645573 -0.3 -0.1 -0.1
C -4.795929 -2.131810 -4.427754 0.3 0.0 0.1
O -4.722685 -3.231635 -4.899661 -0.1 0.1 -0.1
C -3.711198 -1.546002 -3.586358 0.0 0.0 0.0
C -2.428468 -2.069945 -3.725021 -0.2 -0.1 0.0
C -1.379256 -1.628967 -2.945626 0.1 0.2 0.2
C -1.588161 -0.658542 -1.946988 -0.3 0.0 -0.6
C -2.884206 -0.114137 -1.840270 0.2 0.0 0.1
C -3.920028 -0.543762 -2.639077 0.0 0.0 0.0
N -0.625048 -0.208465 -1.080939 -0.1 0.5 0.9
C 0.583799 -0.986061 -0.923061 -0.4 0.2 -0.2
C 1.938716 -0.149817 1.006557 0.3 -0.2 0.3
C 3.201909 -0.681655 1.200841 0.0 0.1 0.1
C 4.219391 0.173915 1.587499 -0.1 -0.1 0.0
C 3.930069 1.514178 1.800330 0.0 0.0 0.0
C 2.634696 1.953422 1.606861 -0.1 0.2 -0.1
N 1.652655 1.142347 1.203641 -0.5 -0.3 -0.1
H -5.797035 -0.487584 -4.275266 0.2 0.1 0.0
H -2.270928 -2.840374 -4.468200 0.0 0.0 0.0
H -0.387438 -2.026832 -3.116396 0.0 0.0 0.0
H -3.075093 0.654865 -1.089651 -0.1 0.0 -0.1
H -4.902811 -0.114302 -2.479960 0.0 0.0 0.0
H 0.409513 -2.046474 -1.137553 0.0 0.0 0.0
H 3.364370 -1.734581 1.023564 0.0 0.0 0.0
H 5.228041 -0.200699 1.703644 0.0 0.0 0.0
H 4.696323 2.208341 2.112903 0.0 0.0 0.0
H 2.357656 2.986977 1.771911 0.0 0.0 0.0
S -0.912320 -0.716953 2.954794 0.1 0.1 0.0
C -0.131537 -2.083416 2.224617 0.6 2.3 -0.3
N -0.555795 -3.242311 2.832795 -0.2 -2.0 -0.3
N 0.212734 -4.179035 3.137824 -0.5 0.9 -0.1
C 1.629027 -4.174591 3.295862 1.0 0.1 -0.1
C 2.376185 -5.219664 2.768881 -0.3 0.0 -0.1
C 3.751905 -5.203528 2.917096 0.1 0.0 0.0
C 4.369116 -4.180447 3.622979 -0.1 0.0 0.0
C 3.604908 -3.167883 4.191212 0.1 0.0 -0.1
C 2.234846 -3.150251 4.018049 -0.4 0.1 0.0
N 0.639621 -2.150848 1.185411 0.1 -1.3 0.5
N 0.857199 -0.941889 0.547548 -0.4 0.8 0.0
C 1.758497 -0.496669 -1.749857 0.0 -0.1 0.0
C 2.637904 -1.422797 -2.298730 0.0 0.0 0.1
C 3.704443 -1.006536 -3.082259 0.0 0.0 0.0
C 3.906634 0.344899 -3.314684 0.0 0.0 0.0
C 3.044794 1.277344 -2.754880 0.0 0.1 0.1
C 1.971724 0.858503 -1.984024 0.0 -0.1 -0.1
H -0.284479 -5.032360 3.387172 0.0 -0.1 0.2
H 1.885845 -6.016902 2.223814 0.0 0.0 0.0
H 4.343184 -5.995200 2.478498 0.0 0.0 0.0
H 5.443851 -4.180490 3.744450 0.0 0.0 0.0
H 4.076415 -2.386771 4.771723 0.0 0.0 0.0
H 1.628747 -2.371140 4.466034 0.0 0.0 0.0
H 2.478015 -2.481432 -2.124182 0.0 0.0 0.0
H 4.367723 -1.738643 -3.523688 0.0 0.0 0.0
H 4.718029 0.671840 -3.951078 0.0 0.0 0.0
H 3.198491 2.334266 -2.930139 0.0 0.0 0.0
H 1.278974 1.589929 -1.586984 0.0 0.0 0.0
C -3.527874 5.662933 -1.640519 0.0 0.0 0.1
C -2.641876 4.621792 -1.979547 0.1 -0.1 -0.1
C -2.191402 3.765333 -1.015042 0.0 -0.1 0.1
C -2.595846 3.884120 0.339228 -0.2 0.2 0.2
C -2.143228 2.962346 1.339379 -0.2 0.2 -0.1
C -2.575515 3.179985 2.635761 0.1 0.0 -0.2
C -3.421283 4.255731 2.981857 -0.1 0.0 0.1
C -3.869392 5.115037 2.020966 0.0 -0.1 0.1
C -3.472165 4.951089 0.672804 0.1 -0.1 -0.2
C -3.927051 5.824270 -0.343756 0.0 0.0 0.0
H -3.883338 6.333482 -2.411178 0.0 0.0 0.0
H -2.320656 4.506484 -3.006676 0.0 0.0 0.0
H -1.494578 2.970601 -1.296836 0.0 0.0 -0.1
H -2.269383 2.513927 3.441807 0.0 0.0 0.0
H -3.718208 4.384835 4.015186 0.0 0.0 0.0
H -4.534328 5.931753 2.274126 0.0 0.0 0.0
H -4.601403 6.627212 -0.070478 0.0 0.0 0.0

=====

(2)
51
Properties=species:S:1:pos:R:3:forces:R:3 method="wB97M-V/def2-TZVPD" homo_ev=-6.55 orbital_gap_ha=0.2355 de_lowest_ev=1.065
Zn -0.157307 -0.369106 0.380193 -0.3 0.6 0.2
O 5.507687 -2.416795 1.018775 -1.0 -0.3 -0.2
C 4.182958 -2.082826 1.157805 0.0 -0.1 0.0
C 3.156269 -2.826758 0.547630 1.2 0.6 0.2
C 1.888318 -2.292122 0.568941 0.3 1.3 -0.1
N 1.587456 -1.128982 1.193387 0.5 -1.7 -0.1
C 2.530498 -0.555667 1.934070 -0.1 -0.3 -0.1
C 3.835477 -0.961296 1.936583 1.6 -0.8 0.1
C 2.147707 0.524124 2.858229 -0.5 2.2 1.5
O 3.002016 1.029014 3.587384 -1.4 -1.0 -1.4
O 0.053614 -0.176493 3.760200 0.9 -0.1 0.0
C 0.837508 -2.812456 -0.361239 -1.9 -0.8 -0.5
O 1.151668 -3.650216 -1.220263 -0.4 0.9 0.9
O -0.351908 -2.274924 -0.196352 1.7 -1.3 -0.3
H 5.577911 -3.186450 0.416464 -0.1 0.6 0.5
H 3.401195 -3.698461 -0.051658 -0.3 0.0 0.1
H 4.582430 -0.458817 2.580498 -0.6 -0.3 -0.6
N -2.157144 2.097824 0.757547 -0.2 -0.7 -1.0
C -1.286578 1.867745 1.845369 -0.3 1.8 1.9
C -1.575674 2.653421 2.968477 -1.2 0.0 -1.1
C -0.574258 2.913315 3.917058 1.4 0.1 1.4
C 0.539312 2.148130 3.899725 0.4 0.0 -0.2
C 0.586796 0.967580 3.020787 -0.2 -0.6 -1.0
N -0.174078 1.145282 1.736428 1.1 -1.0 0.3
C -2.679506 1.176092 -0.153226 -1.3 1.0 1.1
C -3.890864 1.553123 -0.817659 2.2 -0.4 0.2
C -4.479111 0.630889 -1.613012 -0.9 0.2 -0.2
C -3.953537 -0.650165 -1.778327 0.8 -0.3 0.7
C -2.825766 -0.955822 -1.017367 -0.6 0.3 -0.9
N -2.195956 -0.051744 -0.246828 0.2 0.1 0.3
H -2.772840 2.892613 0.940992 0.5 -0.6 -0.3
H -2.542271 3.164023 3.014456 0.4 0.0 -0.1
H -0.621445 3.716060 4.696881 -0.3 -0.7 -1.0
H 1.441223 2.198577 4.502614 -0.5 0.7 0.2
H -0.787233 -0.436346 3.395803 -0.5 0.0 -0.3
H -4.186221 2.577800 -0.826569 -0.5 0.4 0.4
H -5.422671 0.975617 -2.010661 -0.1 -0.4 -0.7
H -4.378795 -1.380625 -2.455019 -0.1 0.0 0.2
H -2.366296 -1.932205 -1.019596 0.0 -0.1 -0.1
C 0.099055 -0.812704 -5.076268 -0.1 0.2 -0.5
N 0.127681 -0.183348 -3.738550 0.3 0.1 0.7
C 0.281127 1.162863 -3.464702 0.5 0.8 0.3
C 0.566047 1.313350 -2.131008 -0.6 -0.7 -0.4
N 0.521391 0.057288 -1.565617 0.0 0.0 -0.2
C 0.278562 -0.814467 -2.529590 0.2 0.6 -0.4
H 0.170628 -0.054440 -5.904112 0.3 -0.5 1.2
H -0.856306 -1.317137 -5.278826 0.3 0.0 0.4
H 0.935466 -1.535896 -5.150182 -0.5 0.5 0.0
H 0.224387 1.946800 -4.196851 -0.1 -0.2 -0.4
H 0.750684 2.179836 -1.495519 -0.2 -0.2 -0.5
H 0.270672 -1.875114 -2.337297 -0.3 -0.1 -0.6

=====

(3)
18
Properties=species:S:1:pos:R:3:forces:R:3 method="wB97M-V/def2-TZVPD" homo_ev=-7.92 orbital_gap_ha=0.3232 de_lowest_ev=5.399
C -1.771792 -0.907739 -0.398155 0.5 -2.4 0.9
C 0.513171 -1.051857 0.793761 -1.1 1.6 3.3
C 1.396058 -1.001155 -0.326120 2.5 -0.1 -0.6
C -1.126461 1.785188 -0.258816 -0.9 1.0 2.9
H -1.679648 -0.409390 -1.336007 -1.1 0.2 -1.2
H -2.806686 -0.784657 0.185085 2.2 -0.3 -1.5
H -1.441835 -2.034353 -0.612581 -1.3 2.3 0.6
H 0.165016 -2.040214 1.116365 0.8 0.0 0.0
H 0.932218 -0.375410 1.676499 -0.9 -1.8 -1.4
H 1.330019 -1.933900 -0.815942 0.7 -0.5 -1.8
H 1.547277 1.254833 0.513818 -3.0 0.7 2.0
H 2.740591 1.717989 -0.332669 0.4 -1.2 0.9
H -2.033193 1.498958 -0.739048 -0.3 -0.4 -1.1
H -1.185999 2.871820 0.048853 0.8 -1.3 -0.4
N -0.669577 -0.361869 0.332502 -0.7 1.4 2.5
N 2.248600 -0.061132 -0.598809 -1.4 -7.3 -4.1
N 2.367189 0.885653 0.194908 3.5 6.8 1.3
N -0.524948 0.947242 0.556358 -0.3 1.2 -2.4

=====

(4)
17
Properties=species:S:1:pos:R:3:forces:R:3 method="wB97M-V/def2-TZVPD" homo_ev=-8.15 orbital_gap_ha=0.3320 de_lowest_ev=3.266
C 0.248078 2.324870 -0.164759 -0.5 0.0 0.1
N 0.128225 0.048493 0.970764 -0.1 0.8 0.1
C -0.557283 -1.262146 -0.587255 0.0 1.2 -4.5
C -0.162030 0.880393 -0.186149 1.2 -1.4 0.7
N 1.472596 -0.137723 1.388760 0.4 -0.1 0.6
N -1.791918 -1.635595 -0.118477 -0.6 0.0 0.3
N -0.532175 0.207718 -1.200274 -0.7 -1.5 1.9
N 0.266665 -2.118792 -1.054093 0.6 0.4 1.4
H -0.608414 -0.380045 1.533360 0.7 0.7 -0.1
H 1.739265 -1.111988 1.229754 -0.3 0.0 -0.3
H 2.126291 0.399987 0.820461 -0.5 0.2 0.1
H -1.966033 -2.607774 -0.347760 0.0 0.1 0.2
H -2.528499 -1.031129 -0.459554 0.0 -0.1 0.1
H 1.112032 -1.627285 -1.349172 -0.2 -0.2 -0.4
H -0.293740 2.864246 -0.943706 0.2 0.0 0.0
H 1.323533 2.413773 -0.339352 -0.1 0.0 0.0
H 0.023407 2.772996 0.807451 0.0 -0.1 -0.2

=====

(5)
15
Properties=species:S:1:pos:R:3:forces:R:3 method="wB97M-V/def2-TZVPD" homo_ev=-9.42 orbital_gap_ha=0.3718 de_lowest_ev=1.238
C -1.351915 -0.785516 0.372791 -1.0 -1.3 -2.1
C 1.116481 -0.678032 -0.150954 -1.0 1.9 -0.1
C 0.165394 1.772386 0.462790 0.0 -3.0 -2.6
C -0.238083 -0.014424 -0.248478 0.2 5.1 0.5
O 2.106401 -0.039589 -0.902733 0.9 0.5 3.5
Cl -0.752889 0.456790 -1.981239 0.8 -0.5 0.9
Br 0.566666 1.627300 2.307921 0.2 0.0 0.3
H -2.359586 -0.566552 -0.191771 2.1 -0.7 1.1
H -0.941525 -1.848603 0.157213 -1.7 1.1 0.7
H -1.537425 -0.613212 1.417040 0.4 0.0 0.5
H 0.966784 -1.665965 -0.382479 0.0 -2.7 -1.2
H 1.292388 -0.739709 0.916956 0.8 0.6 0.3
H 1.077480 1.957487 -0.206877 -1.4 0.1 1.4
H -0.668317 2.479289 0.369921 0.3 -0.5 -0.4
H 1.973276 -0.221865 -1.786670 -0.5 -0.6 -3.0